{"formula": "C4H8O2", "method": "ωB97M-V/def2-TZVPD", "species": ["H", "H", "H", "C", "C", "C", "H", "H", "H", "C", "O", "H", "H", "O"], "xyz": [[-1.0532, -0.8555, -0.9762], [1.9964, -0.4327, 1.0228], [1.2037, 1.1778, -0.8287], [1.4051, -0.7374, 0.1461], [0.5760, 0.4694, -0.2694], [-1.3377, 0.8832, 0.3935], [2.1014, -1.0211, -0.6477], [0.1033, -1.7020, 1.2088], [-1.0228, 0.7337, -1.8099], [-0.8114, 0.2044, -0.8788], [0.6392, -1.8907, 0.4285], [-1.8795, 1.8249, 0.2429], [-1.9119, 0.2464, 1.0791], [-0.0085, 1.0996, 0.8891]], "gap_ev": 10.6307, "total_charge": 0, "total_energy_ev": -8371.3132, "multiplicity": 1, "lumo_energy_ev": 1.0}